No. 1
76
Properties=species:S:1:pos:R:3:forces:R:3:mulliken_charge:R:1 method="wB97M-V/def2-TZVPD" relative_energy_kj_mol=0.0 lumo_energy_ev=4.2594 charge=-2 total_energy_ev=-130195.668 homo_ev=-1.41
Ag -1.9882 -0.5588 -2.5261 -0.4 -0.1 0.6 0.2725
N -1.1623 -4.4455 -5.0193 -0.1 0.0 0.1 -0.5429
C -1.4016 -3.1954 -4.4523 0.2 0.0 -0.1 0.3293
S -2.7726 -3.0288 -3.4609 0.1 0.1 -0.1 -0.4645
N -0.4516 -2.3298 -4.7948 -0.2 0.2 0.1 -1.0449
N -0.6715 -1.0520 -4.3898 0.2 -0.3 -0.2 0.4620
C 0.3083 -0.2524 -4.5750 0.0 0.2 -0.1 -0.7645
C 0.1906 1.1915 -4.3029 0.1 -0.3 -0.1 1.1838
C 1.2454 2.0341 -4.6565 0.0 0.2 0.0 -0.6806
C 1.1170 3.3959 -4.4450 0.1 -0.1 0.0 -0.3179
C -0.0539 3.8823 -3.8857 -0.1 0.0 0.0 -0.6231
C -1.0465 2.9662 -3.5534 0.0 0.0 0.1 -0.2202
N -0.9306 1.6640 -3.7533 0.0 -0.1 -0.1 -0.2986
H -1.5500 -5.2022 -4.4789 0.0 0.0 0.0 0.2358
H -0.1966 -4.5607 -5.2908 0.0 0.0 0.0 0.2576
H 1.2481 -0.6275 -4.9832 0.0 0.0 -0.1 0.2162
H 2.1474 1.6138 -5.0834 0.0 0.0 0.0 0.3315
H 1.9288 4.0670 -4.7027 0.0 0.0 0.0 0.3793
H -0.1944 4.9372 -3.6891 0.0 0.0 0.0 0.3667
H -1.9722 3.2823 -3.0828 0.0 0.0 0.0 0.4402
O -5.4441 0.6749 0.1883 0.0 -0.1 0.1 -0.5955
S -4.7766 1.2868 -0.9840 -0.1 0.2 0.0 0.0105
N -3.7544 0.6148 -1.7719 0.2 0.0 -0.2 -0.2971
C -0.6425 -4.5132 4.8940 0.0 0.0 0.0 -1.5338
C -0.6963 -3.3353 3.9567 0.0 0.0 0.0 0.8069
C -1.6604 -3.2442 2.9656 0.0 0.0 0.0 -0.9974
C -1.7194 -2.1691 2.0846 0.0 0.0 0.0 -0.2228
C -2.7936 -2.2179 1.0214 0.0 -0.1 0.0 -1.7849
C -0.7735 -1.1174 2.1844 0.0 -0.1 -0.1 0.6690
As -1.1168 0.2293 0.7155 -0.1 0.0 0.1 1.4311
N -0.4033 -0.6643 -0.6848 0.0 0.2 0.0 1.0333
C 0.7943 -1.3052 -0.6711 -0.1 -0.1 -0.1 -0.5565
C 1.0390 -2.2898 -1.6633 0.0 0.0 0.0 -0.1594
C 2.2367 -2.9687 -1.7432 0.0 0.0 0.0 -0.3777
C 3.2729 -2.7291 -0.8376 0.0 0.0 0.0 -0.7361
C 3.0559 -1.7755 0.1486 0.0 0.0 0.0 -1.0234
C 1.8581 -1.0816 0.2329 0.0 0.0 0.0 0.5013
C -0.0517 1.8578 1.2360 0.2 -0.1 -0.1 -0.5859
C -0.4502 2.5205 2.4075 0.0 0.0 0.0 1.2294
C -1.5304 1.9816 3.3149 0.0 0.0 0.0 -2.1844
C 0.1549 3.7185 2.7835 0.0 0.0 0.0 -0.7788
C 1.1260 4.3174 2.0006 0.0 0.0 0.0 0.8128
C 1.7731 5.6158 2.4053 0.0 0.0 0.0 -1.5479
C 1.4553 3.7004 0.8013 0.0 0.0 0.0 -0.7555
C 0.8799 2.4998 0.3945 0.0 0.0 0.1 0.9637
C 1.2829 1.9626 -0.9534 0.0 0.0 0.0 -1.2256
C 0.2079 -1.2115 3.1838 -0.1 0.0 0.0 1.5302
C 1.3182 -0.2145 3.4271 0.0 0.0 0.0 -2.1490
C 0.2237 -2.3089 4.0471 0.0 0.0 0.0 -0.9051
H -1.3923 -5.2589 4.6268 0.0 0.0 0.0 0.3432
H -0.8260 -4.2116 5.9287 0.0 0.0 0.0 0.3042
H 0.3364 -4.9975 4.8655 0.0 0.0 0.0 0.3188
H -2.3918 -4.0400 2.8601 0.0 0.0 0.0 0.2141
H -3.4439 -3.0769 1.1965 0.0 0.0 0.0 0.3945
H -2.3563 -2.3252 0.0251 0.0 0.0 0.0 0.2088
H -3.4134 -1.3218 0.9909 0.0 0.1 0.0 0.3354
H 0.2445 -2.5054 -2.3670 0.0 0.0 0.0 -0.0468
H 2.3611 -3.7102 -2.5269 0.0 0.0 0.0 0.3941
H 4.2102 -3.2691 -0.9011 0.0 0.0 0.0 0.3445
H 3.8379 -1.5566 0.8711 0.0 0.0 0.0 0.3621
H 1.7368 -0.3297 0.9976 0.0 0.0 0.0 0.4111
H -2.2114 1.3005 2.8084 0.0 0.0 -0.1 0.3684
H -2.1279 2.8067 3.7095 0.0 0.0 0.0 0.5400
H -1.1010 1.4409 4.1619 0.0 -0.1 0.0 0.2557
H -0.1627 4.1986 3.7060 0.0 0.0 0.0 0.2975
H 1.4354 5.9296 3.3944 0.0 0.0 0.0 0.3419
H 1.5355 6.4180 1.7019 0.0 0.0 0.0 0.3104
H 2.8619 5.5258 2.4363 0.0 0.0 0.0 0.3228
H 2.1786 4.1737 0.1414 0.0 0.0 0.0 0.3565
H 1.6875 2.7704 -1.5671 0.0 0.0 0.0 0.3732
H 0.4458 1.5046 -1.4766 0.0 0.0 0.0 -0.2831
H 2.0430 1.1848 -0.8609 0.0 0.0 0.0 0.2098
H 1.2785 0.6491 2.7761 -0.1 0.1 0.0 -0.1084
H 2.2868 -0.6985 3.2789 0.0 0.0 0.0 0.4387
H 1.2832 0.1412 4.4611 0.0 0.0 0.0 0.5828
H 1.0048 -2.3578 4.8031 0.0 0.0 0.0 0.3205

***

No. 2
21
Properties=species:S:1:pos:R:3:forces:R:3:mulliken_charge:R:1 method="wB97M-V/def2-TZVPD" relative_energy_kj_mol=456.8 smiles="CC=[S@@](=O)(CC)NC" lumo_energy_ev=0.7193 total_energy_ev=-19764.368 homo_ev=-7.51
C -0.3274 -0.8625 1.4904 1.3 -0.1 -1.9 -0.5470
C -1.4299 -1.9098 1.5310 0.6 0.4 0.1 -1.1049
C -1.1360 -0.6526 -2.4655 -1.5 1.1 -4.0 -0.9436
C 2.0751 1.2280 0.9523 0.5 1.9 -3.0 -0.7677
C -1.2629 0.2277 -1.2752 1.1 -4.2 2.2 -0.6310
N 1.1685 0.8692 -0.1934 -1.6 -0.9 2.7 -0.4083
O 0.6128 -1.6346 -0.8986 0.3 -0.5 0.4 -0.7230
S 0.1058 -0.5268 -0.1215 0.5 2.0 0.4 1.1049
H -0.5601 0.0961 1.8964 -0.3 0.7 0.6 0.2862
H -1.1888 -2.9254 1.2312 0.4 0.1 0.0 0.3006
H -1.8452 -1.9237 2.5183 0.0 -0.2 0.7 0.3549
H -2.2182 -1.5666 0.9188 -1.5 0.0 -0.9 0.3084
H -0.1798 -0.7615 -3.0122 -0.1 0.8 0.8 0.3225
H -1.3829 -1.6844 -2.3196 -0.6 -0.4 0.5 0.3335
H -1.8409 -0.2156 -3.2935 0.9 -0.9 1.3 0.2851
H 1.6070 1.1735 1.9010 -0.3 -0.4 0.7 0.3215
H 3.0217 0.7378 0.8132 0.3 -0.8 0.8 0.2654
H 2.3747 2.3092 0.7355 -0.7 -1.1 0.5 0.2919
H -2.1179 -0.0526 -0.6313 0.0 0.7 -0.7 0.2772
H -1.0642 1.2314 -1.3565 0.2 2.2 -0.3 0.3962
H 1.6354 0.8632 -1.0672 0.4 -0.2 -0.9 0.2771

***

No. 3
166
Properties=species:S:1:pos:R:3:forces:R:3:mulliken_charge:R:1 method="wB97M-V/def2-TZVPD" spin_multiplicity=2 s2=0.75 lumo_energy_ev="-1.0846 / -6.0965" total_energy_ev=-96134.503 homo_ev="-7.02 / -7.02"
O 3.1315 3.0497 -0.4580 -1.8 -2.3 0.8 -1.0388
C 2.6026 1.9789 -0.1320 4.5 2.7 -0.7 0.4651
O 1.4157 1.7819 0.2918 -1.5 -1.9 0.7 1.0581
B 1.2278 0.2798 0.4874 0.0 0.6 -0.2 0.1999
O 2.5308 -0.3164 0.1474 0.5 0.8 -0.3 -0.6358
C 3.4380 0.6472 -0.1129 4.3 -2.5 -2.7 0.0305
O 4.6664 0.3777 -0.4924 -6.8 1.8 2.4 -0.6787
O 0.0398 -0.1337 -0.3876 -0.4 -1.8 1.9 0.2483
C -0.7082 -1.0186 0.3319 -3.1 -0.8 -1.7 0.3038
O -1.8019 -1.6212 -0.0112 5.4 2.8 1.4 -0.5291
C -0.0764 -1.0854 1.7550 -1.4 -2.7 3.9 0.4284
O 0.9444 -0.2141 1.8919 -2.2 -1.0 -1.5 -0.2955
O -0.5274 -1.8897 2.6612 2.2 3.6 -3.9 -0.4984
C 6.5814 5.7454 0.8946 -0.7 -1.6 -1.5 -0.2034
O 6.5807 4.9922 -0.3821 0.4 1.2 0.8 -0.3526
C 6.7002 3.5819 -0.2688 0.0 0.3 0.6 -0.6494
C 6.4861 2.8405 -1.6046 -0.7 0.4 1.1 -0.3316
N 5.3685 3.5033 -2.3422 1.2 -1.6 -1.6 -0.2214
C 5.1137 2.7692 -3.6196 -1.6 1.7 0.8 -0.5356
C 3.7433 3.3615 -4.2647 2.6 -0.1 0.0 -0.4749
O 3.8818 4.7907 -4.4674 0.1 -2.4 0.7 -0.3587
C 2.7163 5.4346 -4.8822 0.2 0.0 -0.2 -0.6548
H 6.6375 6.8200 0.7206 0.1 -0.2 -0.5 0.2493
H 7.3869 5.4548 1.5690 0.2 -0.2 -0.1 0.3286
H 5.6118 5.5140 1.3354 0.0 0.1 0.5 -0.1698
H 5.9803 3.1614 0.4334 -0.6 0.3 0.2 0.1679
H 7.6461 3.3843 0.2355 0.5 -0.4 -0.4 0.4726
H 6.2677 1.8099 -1.3249 -0.6 -0.2 0.3 0.0628
H 7.4282 2.6214 -2.1073 0.0 1.3 -0.9 0.6077
H 4.4958 3.3995 -1.8446 0.3 0.2 0.7 0.2121
H 4.9159 1.7103 -3.4528 -0.1 -0.5 0.1 0.0267
H 6.0407 2.8200 -4.1908 -0.4 0.3 -0.6 0.5234
H 2.8890 3.0134 -3.6841 -0.1 0.8 0.9 0.1639
H 3.5462 2.7965 -5.1757 0.3 0.4 -0.8 0.5635
H 3.0889 6.4421 -5.0668 -0.7 0.1 -0.2 0.2521
H 1.9026 5.4196 -4.1570 0.1 0.1 0.4 0.2010
H 2.3165 4.9535 -5.7749 0.0 0.2 -0.5 0.3036
C 3.3857 8.0812 1.9892 -0.8 -0.4 0.1 -0.5741
O 2.2275 7.2338 1.7960 1.6 -0.2 0.9 -0.2744
C 2.4800 6.0036 2.4997 -2.1 -0.4 0.2 -0.0782
C 1.1553 5.1515 2.5378 2.5 0.3 -1.9 -0.3328
N 0.9046 4.8799 1.1312 -3.0 0.4 0.0 -0.1410
C -0.4644 4.3047 0.9439 1.6 0.0 -1.3 -0.2764
C -0.7357 4.1754 -0.5667 -1.4 0.2 0.6 0.2129
O -0.9144 5.4056 -1.2588 -0.8 0.6 -0.2 -0.4508
C -2.1047 5.4725 -2.0716 1.0 0.5 0.3 -0.6903
H 3.3360 8.5229 2.9844 -0.1 0.3 0.1 0.3257
H 3.4185 8.8538 1.2210 -0.2 -0.1 0.0 0.2624
H 4.3223 7.5240 1.9694 0.0 -0.2 -0.3 0.1200
H 2.7537 6.1425 3.5456 0.5 0.5 0.1 0.4214
H 3.2353 5.4206 1.9727 0.2 0.0 0.0 -0.2435
H 0.3617 5.7195 3.0232 -0.1 -0.3 -0.1 0.4509
H 1.3734 4.1597 2.9338 -0.1 0.2 1.4 -0.1595
H 1.5535 4.1963 0.7682 0.2 0.1 0.0 -0.0380
H -1.2731 4.8202 1.4619 0.3 0.7 -0.2 0.7265
H -0.5396 3.2959 1.3499 0.1 -0.4 0.0 -0.2212
H -1.6982 3.6641 -0.5778 0.0 -0.6 -0.4 0.1570
H 0.0290 3.5930 -1.0807 0.1 -0.2 0.1 -0.1838
H -1.9598 4.9661 -3.0259 -0.2 -0.6 0.1 0.2389
H -2.2990 6.5025 -2.3708 0.4 0.3 0.3 0.3097
H -3.0021 5.1766 -1.5283 0.0 -0.5 0.0 0.2988
C 0.1417 0.0054 -8.9642 0.5 0.8 -0.2 -0.7575
O -0.5929 0.2918 -7.7942 0.0 -0.5 -0.1 -0.4454
C 0.1136 0.3423 -6.5555 -0.5 0.0 -0.3 -0.0411
C 0.7253 -1.0064 -6.1846 0.5 0.5 0.7 -0.6278
N 1.2867 -0.9476 -4.7982 -1.3 -0.6 -0.7 0.1339
C 2.7097 -0.9244 -4.8336 1.1 0.6 -0.1 -0.9712
C 3.2713 -1.4030 -3.4846 -0.8 1.6 -1.1 -0.2249
O 2.6356 -2.6698 -3.2179 1.7 1.0 -0.2 -0.4483
C 3.0933 -3.2645 -2.0086 -1.4 0.6 0.1 -0.3494
H 0.8014 0.8414 -9.1967 0.1 0.4 -0.1 0.3044
H -0.5411 -0.0942 -9.8079 -0.2 -0.1 0.2 0.2849
H 0.8187 -0.8487 -8.9569 -0.3 -0.5 0.4 0.3044
H -0.6418 0.6979 -5.8549 0.0 -0.4 0.2 0.1042
H 0.8720 1.1250 -6.5380 0.4 0.1 -0.3 0.2543
H 1.5906 -1.1836 -6.8233 -0.1 -0.1 -0.3 0.3614
H 0.0179 -1.7935 -6.4456 -0.2 -0.2 0.7 0.2964
H 1.0573 -1.6777 -4.1391 -0.8 -0.3 -0.6 0.2324
H 2.9255 0.0979 -5.1445 0.9 0.4 0.8 0.3204
H 3.1863 -1.4509 -5.6605 -0.2 -1.0 -0.1 0.3625
H 3.0346 -0.5922 -2.7956 -0.7 -0.4 0.8 -0.0890
H 4.3569 -1.3049 -3.4857 0.3 -1.2 -0.1 0.5919
H 4.0670 -2.8962 -1.6853 0.2 -0.5 -0.3 0.3506
H 2.9445 -4.3363 -2.1403 0.7 -0.1 0.1 0.2223
H 2.3821 -2.9489 -1.2453 0.0 0.0 0.5 -0.1087
C -0.3315 -5.0167 1.6024 0.0 0.7 0.7 -0.6685
O -0.0048 -6.3537 1.2800 -0.3 1.2 2.1 -0.4012
C 0.2296 -6.6206 -0.0124 -0.2 -2.7 -0.9 -0.5450
C -1.0694 -6.7729 -0.8404 1.0 0.0 -1.3 -0.4434
N -1.7849 -8.0525 -0.7929 -0.7 2.1 1.6 0.0367
C -2.1268 -8.4906 0.5081 -1.2 -1.6 1.1 -0.1259
C -3.3894 -9.4313 0.5624 0.0 1.1 0.7 -0.9131
O -4.6242 -8.6978 0.3279 0.9 -0.6 -0.5 -0.2212
C -5.7876 -9.4937 0.6218 0.0 -0.4 0.2 -0.8348
H 0.5427 -4.3665 1.5685 0.1 0.0 -0.3 0.4771
H -0.6893 -4.9776 2.6312 0.1 -0.3 -0.1 0.2523
H -1.1357 -4.6068 0.9914 0.1 0.0 -0.3 0.0964
H 0.6574 -7.6137 0.1248 0.2 -0.5 -0.9 0.4075
H 0.9813 -6.0937 -0.6003 -0.2 0.9 0.3 0.2620
H -0.7935 -6.4993 -1.8588 -0.6 -0.3 -0.2 0.4298
H -1.8390 -6.0952 -0.4709 -0.2 0.5 0.0 0.3654
H -2.6375 -8.1195 -1.3301 0.1 -0.2 -1.4 0.3651
H -2.2782 -7.6842 1.2257 -0.1 0.8 -0.3 0.0878
H -1.2307 -8.9184 0.9578 0.1 -0.6 0.1 0.3997
H -3.5011 -9.7757 1.5905 0.6 -0.4 0.0 0.5066
H -3.1692 -10.2687 -0.0996 -0.7 -0.2 -0.3 0.4161
H -5.7874 -9.9001 1.6332 0.5 0.0 0.3 0.3416
H -5.8862 -10.3549 -0.0389 0.1 0.1 -0.3 0.3318
H -6.7180 -8.9265 0.5931 0.5 0.5 -0.5 0.2754
C -1.6769 0.2076 -3.0973 0.1 -0.7 -2.2 -0.5354
O -1.3094 1.5658 -3.4961 -0.1 -1.5 1.3 -0.4862
H -1.9802 -0.2626 -4.0328 -1.1 0.0 -0.2 0.4441
H -0.8532 -0.4927 -2.9583 0.6 0.7 1.0 -0.0300
H -2.4450 0.0262 -2.3455 0.2 0.8 0.1 0.3423
H -0.3535 1.4919 -3.4481 0.3 0.6 -0.1 0.2179
C -3.4927 -5.5485 3.7090 -0.7 -0.6 0.7 -1.8298
C -3.5860 -4.3156 2.8615 0.6 1.7 0.1 2.3606
C -4.9148 -4.1151 2.1948 -1.8 -0.9 -0.7 -0.6433
O -4.8617 -4.3482 0.7812 -0.5 0.7 0.0 -0.2602
C -5.6107 -3.3696 0.0655 1.0 -0.5 -1.9 -0.8112
N -3.2733 -3.1206 3.7626 -0.5 -2.4 -0.8 -0.7344
H -2.5203 -5.8297 4.1134 0.3 0.5 -0.2 0.4374
H -3.8649 -6.4504 3.2232 -0.2 0.1 -0.3 0.3703
H -4.1307 -5.3463 4.5693 -0.1 -0.3 0.2 0.4609
H -2.8547 -4.3910 2.0567 0.0 0.2 -0.2 -1.0593
H -5.4458 -3.1854 2.3992 0.8 0.5 0.1 0.3169
H -5.6794 -4.8349 2.4872 0.1 -0.4 0.8 0.2692
H -4.9578 -2.5194 -0.1322 -0.2 0.4 0.4 0.1949
H -6.6179 -3.0676 0.3525 0.2 -0.3 1.0 0.3866
H -5.7655 -3.7859 -0.9299 0.0 -0.2 -0.1 0.3251
H -2.4800 -3.5599 4.2073 0.6 1.2 0.6 0.3495
H -2.9649 -2.3485 3.1893 0.4 0.1 -0.1 -0.0198
C -0.5510 0.8804 4.9426 0.3 2.4 -0.2 -1.1000
C 0.9909 1.1659 4.9741 -1.0 -0.3 -0.1 1.8968
C 1.4585 2.0173 6.2193 0.1 -1.1 -1.5 -1.1289
O 1.0154 3.3362 6.0749 -1.3 0.1 0.0 -0.1895
C 1.4524 4.2259 7.0524 0.3 0.4 0.8 -0.8844
N 1.6097 -0.1174 4.9100 1.4 -2.0 0.8 -0.9173
H -1.0066 1.8413 4.7037 -0.5 0.2 0.3 0.2395
H -0.9289 0.5596 5.9133 0.1 -0.1 0.1 0.4375
H -0.9190 0.2158 4.1608 0.6 -0.3 0.1 0.1308
H 1.3807 1.6158 4.0610 -0.6 0.8 0.0 -0.7189
H 2.5452 2.0667 6.2873 0.3 -0.5 -0.2 0.4309
H 1.1101 1.4415 7.0767 -0.4 0.5 0.6 0.3242
H 1.0533 4.1030 8.0592 -0.3 -0.9 0.2 0.3219
H 1.1285 5.2496 6.8647 0.2 -0.1 -0.8 0.2528
H 2.5350 4.1670 7.1647 0.3 0.2 -0.1 0.3575
H 1.3957 -0.5802 4.0381 0.3 0.6 -0.6 0.2191
H 1.1209 -0.7796 5.4953 0.0 0.1 0.9 0.3419
C -3.7827 2.2463 2.6860 -0.8 -0.7 2.1 -1.7062
C -3.3293 0.9661 1.9582 0.4 2.6 1.3 2.2910
C -4.4502 0.0308 1.6925 -2.0 -2.5 0.3 -0.8117
O -5.7851 0.5371 1.7203 -0.7 1.9 -0.9 -0.4894
C -6.8583 -0.1374 1.0267 1.3 0.0 1.2 -0.5962
N -2.6766 1.5610 0.8189 -0.2 -1.0 -1.1 0.1447
H -4.6275 2.7252 2.1910 0.4 0.2 -0.4 0.3909
H -2.9892 2.9299 2.9881 0.3 0.0 -0.9 0.2594
H -4.1932 2.0298 3.6722 -0.4 -0.5 0.2 0.5035
H -2.5796 0.4447 2.5534 0.0 -0.1 0.1 -1.1351
H -4.4760 -0.7106 2.4912 0.4 -0.3 0.4 0.2688
H -4.3126 -0.5832 0.8025 0.3 0.3 -0.5 0.1964
H -6.7964 -0.1300 -0.0616 0.5 -0.2 -0.1 0.2716
H -7.8035 0.3564 1.2522 0.3 0.1 0.4 0.3041
H -6.8417 -1.1294 1.4779 -0.6 -0.4 -0.6 0.1449
H -3.5002 1.9024 0.3443 0.2 0.8 -0.9 0.3603
H -2.3873 0.7831 0.2433 0.3 0.0 -0.6 -0.5369